The following is a quantum chemistry calculation of a cluster of 2 separate species, C5H8NOP in total, from the Open Molecules 2025 dataset.

Bonds (Å) are listed after each position.
Cartesian coordinates (Å):
1 C -0.8321 -0.0910 -1.1246  C2 1.515, C4 1.546, H9 1.110, H16 1.076
2 C 0.5832 -0.6115 -1.2689  C1 1.515, P8 1.704, H10 1.105
3 C 5.2169 0.2457 -0.0493  N6 1.188, O7 1.142
4 C -1.1809 -0.0824 0.3817  C1 1.546, C5 1.568, H11 1.041, H12 1.134
5 C -0.1525 -0.8588 1.2757  C4 1.568, P8 1.875, H13 1.051, H14 1.132
6 N 5.0173 1.4173 -0.0530  C3 1.188, H15 0.971
7 O 5.5039 -0.8560 0.0357  C3 1.142
8 P 1.0895 -1.5563 0.0561  C2 1.704, C5 1.875
9 H -1.0929 0.9497 -1.4084  C1 1.110
10 H 1.1326 -0.4723 -2.2170  C2 1.105
11 H -1.2963 0.8463 0.8384  C4 1.041
12 H -2.2400 -0.4022 0.6316  C4 1.134
13 H 0.3025 -0.0918 1.8312  C5 1.051
14 H -0.7390 -1.6503 1.8341  C5 1.132
15 H 4.1606 1.8420 -0.2217  N6 0.971
16 H -1.6151 -0.6843 -1.5623  C1 1.076

Summary:
- total charge = 0
- frontier orbital gap (alpha / beta) (eV) = 7.1 / 7.2
- largest force on an atom (eV/A) = 5.1
- 2S+1 = 3
- HOMO level (alpha / beta) (eV) = -6.40 / -9.39
- molecular weight (g/mol) = 129.10